1.
Formula: C51H36BN17O3SZr
Source: the OMol25 dataset
Level of theory: ωB97M-V/def2-TZVPD

XYZ file:
```
110
Properties=species:S:1:pos:R:3:forces:R:3:lowdin_charge:R:1
C -2.736 0.440 -5.329 0.06 -0.02 0.09 0.00
N -5.026 3.298 0.307 -0.54 -0.39 -0.15 0.06
O 0.640 -0.276 2.102 -0.57 0.43 -0.35 -0.60
C 3.605 1.669 -5.528 -0.09 -0.01 -0.02 -0.05
C 0.048 2.785 -1.958 -0.25 0.31 0.07 -0.13
C 4.559 -5.008 1.650 0.01 -0.04 0.05 -0.05
H 3.188 1.009 2.277 0.08 0.03 -0.12 0.04
H 3.778 2.091 -6.506 0.04 0.00 -0.09 0.11
H -3.785 -2.730 0.509 0.04 0.15 0.16 0.17
C -2.516 0.007 -4.036 -0.81 -0.40 0.26 -0.11
Zr 0.006 0.018 -0.069 -1.08 -0.66 0.29 1.91
C -3.148 -1.689 4.737 -0.03 0.07 -0.09 -0.04
H -2.758 3.955 2.889 -0.25 0.15 -0.01 0.12
H -5.558 -1.251 -3.216 -0.11 -0.08 0.09 0.11
C 0.478 -0.432 5.065 0.04 0.19 -0.11 -0.07
C -4.646 5.505 0.264 0.21 -0.07 0.03 -0.05
C -3.288 -1.124 3.475 -0.08 0.01 0.01 0.01
C -1.337 -3.100 3.995 0.00 -0.08 -0.17 0.00
H 4.923 -5.874 2.183 0.02 -0.07 0.02 0.11
H -4.043 -0.380 3.285 -0.08 0.10 0.02 0.11
C 1.443 -2.724 6.312 -0.01 0.05 0.07 -0.06
H -4.826 6.558 0.204 0.07 0.24 0.02 0.10
C -3.576 -1.686 0.260 0.42 0.32 0.54 -0.23
H 6.523 -4.407 1.052 0.08 -0.07 0.00 0.11
C 1.820 -2.437 5.010 0.12 0.05 -0.20 -0.08
C -3.517 -0.599 -3.284 0.48 0.40 -0.72 -0.09
H 2.482 -5.363 2.144 -0.06 -0.10 0.06 0.12
C 0.172 2.581 2.723 -0.12 0.06 -0.14 -0.14
C 3.020 0.402 3.160 -0.33 -0.31 -0.35 -0.17
C 2.900 -1.713 -0.310 0.32 0.43 -0.87 -0.29
H -2.450 5.224 0.484 0.20 0.09 0.01 0.13
C -4.699 -0.736 0.595 0.26 0.26 0.48 0.02
H 5.357 0.664 -2.773 0.13 0.01 0.03 0.12
H -3.015 3.847 -2.023 -0.16 0.09 0.12 0.13
N -1.105 -1.866 0.564 0.27 0.36 0.10 0.05
C 2.145 0.867 -3.852 0.69 -0.03 0.40 -0.10
H -0.591 -3.857 4.172 0.09 -0.10 0.07 0.12
C -5.599 4.477 0.210 0.30 0.07 0.01 -0.13
H -0.728 4.229 -3.445 0.00 0.14 -0.19 0.10
H 1.451 1.588 -5.746 -0.07 -0.01 -0.10 0.12
C 3.228 0.666 -2.998 -0.57 0.10 -0.44 -0.09
H -5.718 -1.076 0.543 -0.15 0.01 0.05 0.12
S 1.850 -0.934 2.707 1.02 0.40 1.88 1.05
C 3.196 -4.735 1.636 -0.16 0.13 -0.08 0.00
C 4.521 0.877 -3.421 -0.14 0.04 0.11 0.01
N 1.242 -0.040 -1.914 0.23 0.39 0.16 0.02
H -0.556 -0.058 6.894 -0.12 0.08 0.05 0.12
N -3.101 1.004 0.627 0.17 0.33 0.06 0.08
H -2.129 -3.101 5.977 0.01 -0.04 0.10 0.11
O 1.881 1.096 0.287 0.96 0.70 -0.37 -0.13
C -4.392 0.578 0.682 -0.83 -0.76 0.20 -0.05
N -1.795 2.553 -0.872 -0.37 0.23 -0.09 0.04
C -2.045 3.415 -1.876 0.30 -0.08 -0.15 -0.04
C 1.344 -1.286 4.405 0.04 -0.24 -0.38 -0.37
H 1.812 -3.613 6.798 0.04 -0.08 0.02 0.11
N -3.628 -1.527 -1.133 0.15 0.05 -1.35 0.18
C 5.469 -4.179 1.005 0.05 0.09 0.02 -0.05
C 1.481 -2.963 0.798 -0.49 0.01 0.23 -0.33
H 5.690 1.530 -5.079 0.10 0.10 -0.05 0.11
C -4.008 0.252 -5.850 0.11 0.04 -0.09 -0.06
H 1.097 2.699 -2.182 0.03 -0.16 -0.06 0.11
H -3.797 -1.358 5.532 -0.09 0.02 0.13 0.11
C 2.660 0.166 -1.700 0.00 -0.89 -0.70 -0.40
C -0.648 -2.615 1.540 -0.37 -0.05 -0.23 -0.30
O 3.699 1.932 -0.538 -1.32 -0.74 0.02 0.20
N -3.703 3.511 0.433 0.11 0.61 0.08 -0.02
N 1.582 -1.834 0.045 -0.53 0.23 0.04 0.03
C 5.054 -3.045 0.315 -0.18 0.07 -0.04 0.01
H 1.193 2.334 2.931 0.14 -0.19 0.02 0.09
C -5.012 -0.350 -5.101 -0.04 -0.08 0.09 -0.06
C -1.833 3.450 2.709 0.15 -0.06 0.14 -0.06
N -1.642 2.706 1.603 0.04 0.37 0.13 0.02
C 2.307 1.406 -5.116 -0.08 -0.18 0.18 0.02
C -1.460 -2.517 2.746 -0.62 0.34 -0.06 -0.10
N -0.513 2.131 -0.942 0.20 -0.07 -0.62 -0.07
N -1.596 -0.418 -1.933 1.39 0.67 -0.30 0.10
C -2.307 -1.191 1.015 -1.49 -0.71 0.23 -0.41
C 0.955 0.401 -3.135 -0.99 -0.15 -0.70 -0.31
H -0.489 3.891 4.393 0.04 0.14 0.19 0.10
N 2.750 1.192 -0.620 1.30 1.93 1.25 -0.21
C -0.684 3.402 3.461 -0.03 -0.04 -0.10 -0.04
C -0.886 3.599 -2.596 0.09 -0.09 0.20 -0.01
B -2.623 2.462 0.449 0.25 -0.39 -0.01 -0.65
C -2.436 -1.554 2.481 0.40 -0.27 0.00 -0.07
H -5.988 -0.492 -5.542 -0.07 0.02 -0.02 0.11
H 3.941 -0.084 3.462 0.13 -0.15 0.04 0.07
C -3.451 4.848 0.407 -0.17 0.14 0.03 -0.10
H -4.222 0.571 -6.859 -0.03 0.05 -0.09 0.11
H 0.300 -2.085 8.001 -0.04 -0.04 0.13 0.11
C 0.105 -0.724 6.365 0.09 0.07 -0.09 -0.06
C 3.701 -2.783 0.294 -0.27 -0.78 0.41 -0.10
H -1.948 0.905 -5.898 0.10 0.06 -0.10 0.11
N 0.471 -3.344 1.526 0.46 -0.37 0.09 0.21
N -0.216 0.449 -3.725 1.07 0.38 -0.36 0.20
C -2.923 -0.885 -1.970 -0.92 -0.94 0.72 -0.26
H -6.661 4.568 0.103 -0.25 -0.10 -0.01 0.11
N -0.417 2.151 1.616 0.26 -0.15 0.17 0.01
C 0.590 -1.864 6.986 0.06 -0.08 0.02 -0.07
C -2.197 -2.669 4.991 0.04 -0.18 0.02 -0.07
H -5.124 1.374 0.713 0.13 -0.21 0.02 0.10
H 5.757 -2.388 -0.171 0.09 0.06 -0.10 0.12
H 2.636 1.000 3.974 -0.16 0.06 0.12 0.05
C 2.784 -3.614 0.944 0.84 0.11 -0.45 -0.12
H 2.479 -3.094 4.464 0.09 -0.17 -0.07 0.11
N -2.068 0.192 0.748 0.28 -0.20 -0.39 -0.02
C -1.337 0.031 -3.176 -0.38 -0.29 0.56 -0.27
C 4.689 1.375 -4.709 0.14 -0.05 0.14 -0.04
C -4.783 -0.784 -3.801 0.08 -0.06 0.10 0.00
H 0.105 0.443 4.555 -0.14 0.14 -0.04 0.11
N 3.438 -0.844 -1.088 0.53 -0.71 0.07 0.23
```
Forces are in eV/Å.

Results
total charge = +1
HOMO energy (alpha / beta) = -0.35921 / -0.39229 hartree
LUMO (alpha / beta) = -3.8209 / -3.8183 eV
2S+1 = 2
largest force on an atom = 2.6 eV/Å
DFT total energy = -97736.34124 eV

2.
Formula: C4H3ClN2O
Source: the OMol25 dataset
Level of theory: ωB97M-V/def2-TZVPD

XYZ file:
```
11
Properties=species:S:1:pos:R:3:forces:R:3:nbo_charge:R:1
C 0.524 -1.354 -0.131 -0.23 0.34 0.93 0.26
H -1.370 2.536 -0.848 1.40 -3.30 -0.67 0.37
C -0.410 0.782 -0.509 2.12 -0.38 2.74 0.35
C -0.060 0.099 1.645 2.16 -4.42 -0.17 0.42
H 0.206 0.135 2.642 -0.10 0.24 2.18 0.18
N -0.339 1.013 0.915 -1.37 2.34 -2.18 -0.46
Cl 0.864 -2.937 -0.526 0.75 -1.12 -0.45 0.08
N -0.919 1.588 -1.261 -2.97 5.04 -2.15 -0.62
O 0.324 -1.244 1.218 -1.04 1.58 -0.27 -0.49
H 0.807 -0.272 -2.164 -1.67 -0.73 3.72 0.27
C 0.375 -0.347 -0.981 0.94 0.43 -3.68 -0.36
```
Forces are in eV/Å.

Results
HOMO energy = -0.34242 hartree
LUMO = 0.7465 eV
2S+1 = 1
largest force on an atom = 6.2 eV/Å
DFT total energy = -21744.29519 eV
structure (SMILES) = [H]/N=c1/cc(Cl)ocn1

3.
Formula: C4H9N3O
Source: the OMol25 dataset
Level of theory: ωB97M-V/def2-TZVPD

XYZ file:
```
17
Properties=species:S:1:pos:R:3:forces:R:3:nbo_charge:R:1
H -2.594 -1.650 -0.440 0.06 0.12 0.09 0.49
H 1.178 0.594 1.957 -0.05 0.07 -0.10 0.39
H 1.728 1.954 1.129 -0.12 -0.09 -0.07 0.39
H 1.823 -1.367 -0.418 -0.14 0.04 -0.03 0.22
H 0.824 -1.670 0.994 -0.04 0.01 -0.05 0.21
H 0.631 -2.673 -0.445 0.06 0.02 0.07 0.20
C -0.224 -0.681 -0.627 0.98 0.92 0.39 -0.44
O -2.621 -0.841 0.088 0.23 -0.10 0.25 -0.65
H -0.427 -0.805 -1.695 0.11 0.11 0.00 0.20
N 1.265 1.057 1.064 0.58 0.05 0.23 -0.85
C -1.373 -0.341 0.189 -0.26 0.94 0.36 0.55
C 0.814 -1.650 -0.098 -0.13 -0.19 0.00 -0.61
H 0.769 2.085 -1.311 -0.06 -0.09 0.10 0.37
H -0.867 2.175 -1.040 0.07 -0.04 0.07 0.38
N -1.083 0.670 0.955 -1.31 -0.56 0.01 -0.56
C 0.114 1.035 0.303 0.16 -1.68 -1.30 0.55
N 0.043 2.108 -0.606 -0.13 0.46 0.01 -0.84
```
Forces are in eV/Å.

Results
HOMO energy = -0.28431 hartree
LUMO = 0.7001 eV
2S+1 = 1
largest force on an atom = 2.1 eV/Å
DFT total energy = -10810.14326 eV

4.
Formula: H6NO
Source: the OMol25 dataset
Level of theory: ωB97M-V/def2-TZVPD

XYZ file:
```
8
Properties=species:S:1:pos:R:3:forces:R:3:nbo_charge:R:1
O -0.612 -2.397 -3.216 -0.33 0.04 -1.11 -0.95
H 0.712 0.953 3.028 -0.16 0.28 -0.50 0.47
N 0.433 1.450 2.160 0.00 0.01 0.01 -0.87
H -1.480 -2.149 -3.608 0.95 -0.32 0.35 0.47
H -0.518 1.849 2.281 0.54 -0.23 -0.07 0.47
H -0.074 -2.706 -3.979 -0.62 0.31 0.79 0.48
H 1.107 2.216 1.969 -0.39 -0.44 0.11 0.47
H 0.431 0.784 1.365 0.00 0.36 0.43 0.47
```
Forces are in eV/Å.

Results
total charge = +1
HOMO energy = -0.50321 hartree
LUMO = -4.7294 eV
2S+1 = 1
largest force on an atom = 1.2 eV/Å
DFT total energy = -3627.81447 eV